[1]
This record from the Open Molecules 2025 dataset describes C49H47ClF6N3O6STa as an isolated structure. The level of theory is ωB97M-V with the def2-TZVPD basis set.

```
! RIJCOSX wB97M-V def2-TZVPD def2/J DEFGRID3
* xyz 2 1
Ta -0.432 0.330 -1.003
F 3.924 -5.288 -3.448
C 3.130 -4.236 -3.356
C 3.459 -3.186 -2.519
F 4.569 -3.237 -1.777
C 2.613 -2.101 -2.411
F 2.974 -1.132 -1.560
C 1.412 -2.025 -3.096
S 0.295 -0.663 -3.085
C 1.103 -3.097 -3.931
F -0.038 -3.099 -4.610
C 1.944 -4.187 -4.070
F 1.611 -5.194 -4.861
C 1.385 2.142 -4.372
C 2.507 1.759 -3.444
C 3.757 1.459 -3.978
C 4.855 1.250 -3.161
C 4.719 1.347 -1.786
C 3.482 1.604 -1.207
C 3.361 1.728 0.287
C 2.389 1.775 -2.053
N 1.082 2.070 -1.469
C 0.775 3.315 -1.402
C 1.677 4.434 -1.810
C -0.584 3.700 -0.877
C -1.022 5.127 -0.964
N -1.265 2.758 -0.371
C -2.550 3.015 0.229
C -2.598 3.302 1.595
C -1.379 3.621 2.429
C -3.843 3.359 2.214
C -5.007 3.173 1.490
C -4.935 2.965 0.122
C -3.713 2.883 -0.537
C -3.696 2.673 -2.029
H 1.436 1.560 -5.291
H 1.485 3.193 -4.657
H 0.395 1.995 -3.945
H 3.868 1.421 -5.054
H 5.822 1.032 -3.596
H 5.583 1.217 -1.145
H 4.310 1.484 0.763
H 2.586 1.079 0.691
H 3.105 2.751 0.584
H 2.706 4.115 -1.931
H 1.623 5.245 -1.085
H 1.327 4.840 -2.763
H -0.839 5.527 -1.962
H -0.458 5.746 -0.261
H -2.079 5.216 -0.729
H -0.454 3.717 1.856
H -1.228 2.881 3.220
H -1.511 4.585 2.923
H -3.894 3.583 3.273
H -5.968 3.228 1.983
H -5.845 2.875 -0.458
H -4.577 3.134 -2.473
H -3.710 1.614 -2.294
H -2.814 3.099 -2.503
C 3.685 1.746 4.349
O 3.277 0.688 3.472
C 2.033 0.186 3.611
C 1.057 0.679 4.467
C -0.178 0.049 4.532
C -0.450 -1.074 3.760
C 0.515 -1.572 2.897
C 1.743 -0.929 2.808
N 2.829 -1.374 2.005
C 2.912 -2.257 1.064
C 1.878 -3.016 0.406
C 2.202 -4.370 0.217
C 1.322 -5.226 -0.405
C 0.129 -4.712 -0.897
C -0.186 -3.368 -0.777
C 0.689 -2.498 -0.143
O 0.460 -1.160 -0.118
H 3.601 1.434 5.390
H 3.086 2.640 4.171
H 4.723 1.946 4.109
H 1.262 1.535 5.093
H -0.930 0.429 5.212
H -1.403 -1.578 3.839
H 0.313 -2.464 2.322
H 3.704 -0.941 2.293
H 3.934 -2.489 0.776
H 3.152 -4.739 0.585
H 1.564 -6.273 -0.522
H -0.563 -5.364 -1.413
H -1.095 -2.982 -1.212
O 0.312 1.047 1.012
H 0.245 0.309 1.647
H -0.285 1.740 1.330
F -1.441 1.149 -2.378
C -3.974 -1.727 2.795
C -3.496 -2.847 1.906
C -2.700 -3.860 2.438
C -2.391 -4.987 1.699
Cl -1.399 -6.224 2.402
C -2.884 -5.149 0.414
C -3.626 -4.127 -0.150
C -3.906 -2.981 0.579
O -4.684 -2.032 -0.061
C -4.236 -0.707 -0.018
C -2.774 -0.525 -0.325
O -2.144 -1.084 -1.258
O -2.102 0.338 0.338
H -3.869 -2.015 3.840
H -5.031 -1.523 2.620
H -3.424 -0.793 2.644
H -2.373 -3.800 3.470
H -2.690 -6.061 -0.134
H -4.015 -4.205 -1.157
H -4.438 -0.208 0.930
H -4.774 -0.161 -0.799
*
```

**ΔE to the lowest compared entry with this formula, charge and spin**: 4.14 kcal per mole
**HOMO level**: -12.97 eV
**Calculated total energy**: -4025.404787 hartree
**HOMO-LUMO gap**: 0.2438 Ha

Results of the Löwdin charge analysis, in e, for atoms 1 through 6: number 1, Ta, carries 1.83; number 2, F, carries 0.16; number 3, C, carries -0.13; number 4, C, carries -0.14; number 5, F, carries 0.13; number 6, C, carries -0.23


[2]
This record from the Open Molecules 2025 dataset describes C27H55BIrN9O5PSbSe as an isolated structure. The level of theory is ωB97M-V with the def2-TZVPD basis set.

```
! RIJCOSX wB97M-V def2-TZVPD def2/J DEFGRID3
* xyz 0 1
Ir 0.525 -0.426 1.329
C 1.500 1.407 -1.509
C 2.307 0.217 -1.129
C 3.511 -0.245 -1.684
C 3.859 -1.366 -0.959
C 5.049 -2.256 -1.085
N 2.898 -1.571 -0.040
N 1.952 -0.603 -0.145
B 2.875 -2.433 1.226
N 2.930 -1.486 2.462
N 2.085 -0.418 2.598
C 2.397 0.227 3.716
C 1.723 1.482 4.154
C 3.460 -0.446 4.334
C 3.768 -1.511 3.515
C 4.824 -2.551 3.681
N 1.531 -3.185 1.282
N 0.484 -2.451 1.734
C -0.485 -3.292 2.093
C -1.704 -2.875 2.840
C -0.059 -4.601 1.817
C 1.224 -4.489 1.316
C 2.195 -5.543 0.902
H 1.737 1.710 -2.529
H 1.709 2.241 -0.838
H 0.435 1.203 -1.427
H 4.050 0.193 -2.507
H 5.619 -1.981 -1.970
H 4.757 -3.303 -1.172
H 5.703 -2.166 -0.216
H 3.798 -3.192 1.253
H 1.025 1.842 3.409
H 2.474 2.255 4.325
H 1.180 1.323 5.086
H 3.955 -0.169 5.250
H 5.381 -2.360 4.595
H 5.524 -2.548 2.844
H 4.388 -3.549 3.746
H -1.970 -1.841 2.646
H -1.501 -2.963 3.909
H -2.540 -3.533 2.609
H -0.606 -5.510 2.007
H 1.707 -6.515 0.898
H 3.043 -5.587 1.587
H 2.586 -5.348 -0.097
C -3.784 5.919 -0.209
C -3.093 4.643 0.257
Sb -1.307 4.030 -0.818
C -1.375 5.522 -2.400
C -2.092 4.984 -3.638
C 0.085 5.074 0.465
C 0.109 6.592 0.339
H -4.675 6.123 0.392
H -4.105 5.852 -1.251
H -3.132 6.790 -0.127
H -3.773 3.792 0.204
H -2.785 4.717 1.302
H -0.338 5.775 -2.634
H -1.856 6.432 -2.041
H -1.695 4.010 -3.939
H -1.998 5.657 -4.495
H -3.160 4.850 -3.448
H 1.073 4.643 0.286
H -0.200 4.770 1.475
H 0.425 6.916 -0.654
H 0.796 7.041 1.062
H -0.878 7.022 0.522
C -2.874 0.832 -2.022
N -2.155 -0.342 -2.517
C -2.700 -0.839 -3.774
P -1.524 -1.393 -1.408
O -0.875 -0.644 -0.294
N -0.562 -2.381 -2.323
C 0.367 -1.788 -3.284
C -0.013 -3.572 -1.679
N -2.674 -2.420 -0.795
C -3.310 -3.426 -1.633
C -3.599 -1.835 0.178
H -2.680 1.680 -2.681
H -2.551 1.091 -1.018
H -3.954 0.640 -2.013
H -2.535 -0.094 -4.556
H -3.780 -1.011 -3.699
H -2.220 -1.767 -4.074
H 0.021 -0.806 -3.596
H 0.439 -2.431 -4.166
H 1.364 -1.686 -2.850
H -0.625 -3.865 -0.828
H 1.004 -3.384 -1.323
H 0.014 -4.400 -2.393
H -2.640 -3.750 -2.426
H -4.234 -3.049 -2.085
H -3.566 -4.296 -1.021
H -3.137 -0.997 0.697
H -3.897 -2.593 0.902
H -4.505 -1.469 -0.320
O -0.767 0.065 2.872
Se -1.333 1.488 2.120
O -2.661 1.136 1.281
O 0.070 1.610 1.137
O -1.450 2.757 3.086
*
```

**ΔE to the lowest compared entry with this formula, charge and spin**: 7.24 kcal per mole
**HOMO level**: -7.35 eV
**Calculated total energy**: -5043.154281 hartree
**HOMO-LUMO gap**: 0.2810 Ha

Results of the Löwdin charge analysis, in e, for atoms 1 through 6: number 1, Ir, carries 1.40; number 2, C, carries -0.04; number 3, C, carries -0.31; number 4, C, carries 0.02; number 5, C, carries -0.27; number 6, C, carries -0.01


[3]
This record from the Open Molecules 2025 dataset describes one molecule with the formula C6H11N in a non-equilibrium geometry. The level of theory is ωB97M-V with the def2-TZVPD basis set.

```
! RIJCOSX wB97M-V def2-TZVPD def2/J DEFGRID3
* xyz 0 1
C 0.688 1.572 -1.181
C 0.572 -1.350 1.301
C 0.198 0.957 0.120
C 0.018 -0.443 0.240
N 0.568 1.713 1.227
C -1.092 -0.774 -0.545
C -1.674 -1.849 -1.072
H 0.927 2.644 1.067
H 0.548 1.271 2.135
H -1.380 0.421 -0.779
H 0.381 0.990 -2.049
H 0.298 2.588 -1.297
H 1.783 1.640 -1.174
H 0.008 -1.263 2.236
H 0.490 -2.395 0.993
H 1.618 -1.112 1.516
H -2.663 -2.215 -0.814
H -1.288 -2.397 -1.925
*
```

**ΔE to the lowest compared entry with this formula, charge and spin**: 117.14 kcal per mole
**HOMO level (alpha / beta)**: -7.32 / -5.89 eV
**Structure (SMILES)**: C=C/C(C)=C(\C)N
**Calculated total energy**: -289.785007 hartree
**HOMO-LUMO gap (alpha / beta)**: 0.3049 / 0.2259 Ha

Results of the natural (NBO) charge analysis, in e, for atoms 1 through 6: number 1, C, carries -0.65; number 2, C, carries -0.65; number 3, C, carries 0.15; number 4, C, carries -0.08; number 5, N, carries -0.82; number 6, C, carries -0.27


[4]
This record from the Open Molecules 2025 dataset describes a 2-piece molecular cluster, C2H6Cl overall in a non-equilibrium geometry. The level of theory is ωB97M-V with the def2-TZVPD basis set.

```
! RIJCOSX wB97M-V def2-TZVPD def2/J DEFGRID3
* xyz 0 2
Cl 0.604 -4.678 0.776
H -0.185 -3.715 0.914
C -0.915 1.107 -0.210
C 0.558 1.372 -0.281
H -1.382 0.671 -1.127
H -1.363 1.088 0.823
H 0.972 2.367 -0.504
H 0.876 1.078 0.701
H 0.834 0.710 -1.091
*
```

**ΔE to the lowest compared entry with this formula, charge and spin**: 7.05 kcal per mole
**HOMO level (alpha / beta)**: -8.11 / -11.86 eV
**Calculated total energy**: -539.901812 hartree
**HOMO-LUMO gap (alpha / beta)**: 0.3277 / 0.4510 Ha

Results of the natural (NBO) charge analysis, in e, for atoms 1 through 6: number 1, Cl, carries -0.26; number 2, H, carries 0.26; number 3, C, carries -0.30; number 4, C, carries -0.70; number 5, H, carries 0.17; number 6, H, carries 0.17


[5]
This record from the Open Molecules 2025 dataset describes one molecule with the formula C2H7N3 in a non-equilibrium geometry. The level of theory is ωB97M-V with the def2-TZVPD basis set.

```
! RIJCOSX wB97M-V def2-TZVPD def2/J DEFGRID3
* xyz 0 1
C 1.150 -1.334 -0.643
C -1.185 0.868 0.439
H 1.852 -2.003 -0.053
H 1.768 -1.332 -1.696
H 0.135 -1.709 -0.850
H 0.979 -0.406 1.116
H 0.291 1.622 -0.642
H -1.400 0.035 1.191
H -2.853 1.677 0.765
N 1.144 -0.067 0.164
N 0.046 0.739 -0.159
N -1.926 1.909 0.369
*
```

**ΔE to the lowest compared entry with this formula, charge and spin**: 51.54 kcal per mole
**HOMO level**: -8.80 eV
**Structure (SMILES)**: [H]/N=C/NNC
**Calculated total energy**: -244.593229 hartree
**HOMO-LUMO gap**: 0.3580 Ha

Results of the natural (NBO) charge analysis, in e, for atoms 1 through 6: number 1, C, carries -0.44; number 2, C, carries 0.27; number 3, H, carries 0.20; number 4, H, carries 0.20; number 5, H, carries 0.19; number 6, H, carries 0.34


[6]
This record from the Open Molecules 2025 dataset describes one molecule with the formula C4H4O in a non-equilibrium geometry. The level of theory is ωB97M-V with the def2-TZVPD basis set.

```
! RIJCOSX wB97M-V def2-TZVPD def2/J DEFGRID3
* xyz 0 1
C -1.235 -0.719 -0.273
C -1.741 0.327 0.311
C 1.308 0.373 0.025
C 0.208 -0.489 -0.392
O 1.396 -1.027 0.182
H -1.628 -1.696 -0.379
H -1.527 1.418 0.213
H 1.980 0.952 -0.611
H 1.238 0.862 0.924
*
```

**ΔE to the lowest compared entry with this formula, charge and spin**: 129.69 kcal per mole
**HOMO level (alpha / beta)**: -8.51 / -7.82 eV
**Calculated total energy**: -229.821272 hartree
**HOMO-LUMO gap (alpha / beta)**: 0.3134 / 0.2827 Ha

Results of the natural (NBO) charge analysis, in e, for atoms 1 through 6: number 1, C, carries -0.38; number 2, C, carries -0.13; number 3, C, carries -0.14; number 4, C, carries 0.31; number 5, O, carries -0.45; number 6, H, carries 0.23


Among the records above, which one has the highest ΔE to the lowest compared entry with this formula, charge and spin?
C4H4O


What is the formula in the second record?
C27H55BIrN9O5PSbSe